This record from the OMol25 dataset describes a structure of composition CuF4FePb. The level of theory is the ωB97M-V functional and the def2-TZVPD basis.

Properties
**Lowest unoccupied orbital energy (alpha / beta)**: -12.172 / -11.521 eV
**DFT total energy**: -3495.5431 Ha
**ΔE to the lowest compared entry with this formula, charge and spin**: 68.02 kcal/mol
**Orbital gap (alpha / beta)**: 4.65 / 9.19 eV
**M**: 402.58 g/mol
**Net charge**: +2
**Spin multiplicity**: 6

Each line ends with the Mulliken charge.
CARTESIAN COORDINATES (ANGSTROEM)
1 Cu -0.69 1.21 1.99  0.730
2 Pb -2.14 -0.85 0.50  1.029
3 Fe 1.05 -0.17 -0.40  1.654
4 F 0.06 -0.01 -1.69  -0.383
5 F 0.73 -1.66 -0.33  -0.407
6 F -0.27 0.14 0.48  -0.259
7 F 1.26 1.35 -0.56  -0.364

***

This record from the OMol25 dataset describes a cluster of 2 separate species, CH3Br2PS in total. The level of theory is the ωB97M-V functional and the def2-TZVPD basis.

Properties
**Lowest unoccupied orbital energy (alpha / beta)**: -1.164 / -2.304 eV
**DFT total energy**: -5927.4371 Ha
**ΔE to the lowest compared entry with this formula, charge and spin**: 60.57 kcal/mol
**Orbital gap (alpha / beta)**: 7.73 / 6.84 eV
**M**: 237.88 g/mol
**Net charge**: 0

Each line ends with the Mulliken charge.
CARTESIAN COORDINATES (ANGSTROEM)
1 C -1.58 0.08 -0.28  -0.921
2 P 1.11 -0.14 0.48  0.363
3 S 1.85 -0.39 2.21  -0.268
4 Br 1.98 -1.55 -1.02  -0.119
5 Br 1.55 1.86 -0.45  -0.125
6 H -2.07 -0.72 0.30  0.321
7 H -1.45 1.05 0.07  0.410
8 H -1.38 -0.18 -1.31  0.339

***

This record from the OMol25 dataset describes a structure of composition C60H66BrIN3O6PPbS5Sb2Te. The level of theory is the ωB97M-V functional and the def2-TZVPD basis.

Properties
**Lowest unoccupied orbital energy**: 3.160 eV
**DFT total energy**: -9087.2021 Ha
**ΔE to the lowest compared entry with this formula, charge and spin**: 20.36 kcal/mol
**Orbital gap**: 5.93 eV
**M**: 1901.64 g/mol
**Net charge**: -2

Each line ends with the Mulliken charge.
CARTESIAN COORDINATES (ANGSTROEM)
1 Pb 0.40 0.48 0.61  1.838
2 C 4.73 -0.83 -3.65  -1.245
3 Sb 3.13 -1.96 -2.70  0.116
4 C 4.42 -3.47 -1.82  -1.319
5 C 2.87 -3.17 -4.53  -1.711
6 C 2.11 -4.44 -4.33  0.750
7 C 2.84 -5.62 -4.14  -0.662
8 C 2.23 -6.84 -3.94  -0.710
9 C 0.84 -6.92 -3.94  -0.692
10 C 0.10 -5.77 -4.15  -0.677
11 C 0.69 -4.51 -4.33  1.156
12 C -0.20 -3.34 -4.51  -1.884
13 Sb -0.90 -2.29 -2.62  0.896
14 C -2.62 -1.67 -3.78  -1.451
15 C -1.80 -4.10 -1.87  -1.267
16 H 5.64 -1.42 -3.75  0.531
17 H 4.92 0.05 -3.04  0.134
18 H 4.39 -0.50 -4.63  0.395
19 H 5.28 -3.68 -2.46  0.416
20 H 3.84 -4.38 -1.68  0.384
21 H 4.77 -3.12 -0.85  0.261
22 H 3.89 -3.38 -4.86  0.691
23 H 2.39 -2.51 -5.25  0.607
24 H 3.92 -5.57 -4.16  0.313
25 H 2.83 -7.74 -3.79  0.375
26 H 0.34 -7.87 -3.79  0.389
27 H -0.98 -5.83 -4.17  0.299
28 H -1.14 -3.66 -4.97  0.682
29 H 0.25 -2.56 -5.13  0.475
30 H -3.10 -2.54 -4.24  0.633
31 H -2.30 -0.97 -4.55  0.364
32 H -3.33 -1.17 -3.12  0.225
33 H -2.56 -4.46 -2.56  0.371
34 H -2.24 -3.88 -0.91  0.263
35 H -1.03 -4.86 -1.75  0.399
36 O -2.53 4.96 3.06  -0.759
37 C -3.41 3.95 3.12  0.763
38 C -4.75 4.25 3.38  -0.769
39 C -5.70 3.25 3.44  -0.278
40 C -5.34 1.92 3.26  -1.021
41 C -4.01 1.61 3.02  -0.790
42 C -3.04 2.60 2.93  0.279
43 C -1.66 2.18 2.53  -0.010
44 O -1.41 0.95 2.41  -0.299
45 N -0.81 3.17 2.30  -0.519
46 N 0.39 2.79 1.73  1.389
47 C 1.27 3.71 1.66  -1.157
48 S 2.86 3.48 0.97  0.140
49 C 3.56 4.95 1.78  -0.687
50 C 2.49 6.02 1.70  -0.419
51 S 0.97 5.30 2.37  -0.276
52 H -1.67 4.56 2.73  0.625
53 H -5.02 5.29 3.52  0.393
54 H -6.74 3.51 3.60  0.372
55 H -6.08 1.13 3.31  0.418
56 H -3.69 0.59 2.86  0.559
57 H 4.45 5.22 1.22  0.515
58 H 3.82 4.69 2.80  0.173
59 H 2.30 6.29 0.66  0.111
60 H 2.73 6.91 2.28  0.448
61 O 0.74 -3.31 0.08  -0.259
62 C 0.77 -2.23 -0.26  -0.174
63 O -0.63 1.98 -2.81  -0.527
64 S -1.93 1.31 -2.41  1.030
65 C -3.15 2.09 -3.55  -0.921
66 C -4.18 2.82 -2.69  -0.629
67 C -3.40 3.40 -1.51  -0.734
68 C -2.56 2.25 -0.98  1.335
69 H -3.58 1.30 -4.16  0.348
70 H -2.56 2.77 -4.15  0.324
71 H -4.91 2.09 -2.32  0.206
72 H -4.70 3.59 -3.26  0.451
73 H -4.06 3.80 -0.74  0.452
74 H -2.74 4.19 -1.85  0.164
75 H -3.14 1.55 -0.38  -0.037
76 H -1.69 2.60 -0.42  -1.298
77 C 7.45 2.86 4.36  -1.545
78 C 6.31 2.16 3.67  0.920
79 C 6.52 1.32 2.58  -1.440
80 C 5.49 0.58 2.01  1.502
81 C 5.82 -0.30 0.83  -1.754
82 C 4.20 0.65 2.55  -0.456
83 Te 2.70 -0.74 1.89  -0.369
84 C 3.97 1.53 3.62  1.276
85 C 2.62 1.63 4.27  -1.235
86 C 5.01 2.28 4.15  -0.844
87 H 8.39 2.70 3.82  0.360
88 H 7.58 2.47 5.37  0.316
89 H 7.28 3.93 4.44  0.318
90 H 7.53 1.23 2.18  0.245
91 H 6.72 0.05 0.33  0.432
92 H 4.99 -0.32 0.12  0.217
93 H 5.98 -1.33 1.16  0.329
94 H 1.85 1.87 3.54  -0.209
95 H 2.61 2.40 5.05  0.305
96 H 2.36 0.67 4.73  0.373
97 H 4.81 2.94 4.98  0.311
98 S 0.18 4.59 -1.50  -0.562
99 P 1.30 3.20 -2.35  0.958
100 S 1.94 1.46 -1.45  -0.158
101 C 2.99 4.07 -2.49  0.495
102 C 3.07 5.46 -2.40  -0.592
103 C 4.30 6.12 -2.45  -0.615
104 C 5.47 5.39 -2.59  -0.506
105 C 5.40 4.01 -2.71  -0.520
106 C 4.17 3.36 -2.68  -0.386
107 C 1.18 3.05 -4.18  0.393
108 C 1.64 1.93 -4.86  -0.220
109 C 1.66 1.93 -6.25  -0.570
110 C 1.23 3.04 -6.96  -0.567
111 C 0.74 4.15 -6.27  -0.785
112 C 0.72 4.15 -4.89  -0.482
113 H 2.16 6.03 -2.27  0.367
114 H 4.33 7.20 -2.36  0.382
115 H 6.43 5.89 -2.59  0.342
116 H 6.31 3.43 -2.83  0.420
117 H 4.13 2.29 -2.76  0.235
118 H 1.96 1.06 -4.30  0.418
119 H 2.03 1.06 -6.78  0.418
120 H 1.27 3.04 -8.04  0.363
121 H 0.37 5.01 -6.82  0.417
122 H 0.33 4.99 -4.33  0.386
123 Br -0.28 -4.62 3.84  -0.182
124 C -0.34 -2.95 4.74  0.020
125 C -0.72 -2.91 6.08  -0.430
126 C -0.75 -1.67 6.69  -0.335
127 C -0.44 -0.54 5.94  -1.276
128 C -0.10 -0.70 4.61  0.030
129 N -0.03 -1.90 4.03  0.152
130 H -0.98 -3.82 6.60  0.420
131 H -1.00 -1.59 7.74  0.400
132 H -0.47 0.45 6.38  0.459
133 H 0.11 0.14 3.97  0.764
134 I -6.16 -6.12 2.77  -0.021
135 C -5.27 -4.48 1.77  -0.095
136 C -4.00 -4.07 2.14  -0.344
137 C -3.42 -3.00 1.47  -0.138
138 C -4.11 -2.35 0.45  -0.024
139 C -5.38 -2.78 0.11  -0.473
140 C -5.97 -3.85 0.76  -0.594
141 C -3.43 -1.24 -0.35  -0.268
142 O -4.18 -0.39 -0.86  -0.727
143 O -2.17 -1.33 -0.42  -0.023
144 H -3.46 -4.59 2.93  0.386
145 H -2.42 -2.67 1.72  0.515
146 H -5.91 -2.26 -0.69  0.463
147 H -6.95 -4.20 0.46  0.354